<i>
ORCA calculation (ωB97M-V/def2-TZVPD) on 2 unconnected molecules or ions with the total composition C2HBrF2S.

XYZ file:
```
7
Properties=species:S:1:pos:R:3:lowdin_charge:R:1
C -0.22197 -0.12288 1.00357 -0.44
C 0.50709 0.16809 -0.09138 -0.44
F 1.05116 -0.68393 -0.93559 0.10
F 0.99279 1.43627 -0.21609 0.12
S -0.78573 -1.75827 1.35484 0.77
Br -1.14324 0.38253 -2.82607 -0.15
H -0.40010 0.57817 1.71071 0.03
```

Results
molecular weight	175.0	g/mol
multiplicity	1
orbital gap (alpha / beta)	4.146 / 4.195	eV
charge	0

***

<ii>
ORCA calculation (ωB97M-V/def2-TZVPD) on C2HBrF2S in the gas phase.

XYZ file:
```
7
Properties=species:S:1:pos:R:3:lowdin_charge:R:1
C -0.45428 -0.19718 -0.59958 -0.69
C 0.64257 -0.19037 -1.53443 -0.84
F 0.44486 -0.86909 -2.66932 0.05
F 1.84890 -0.48855 -0.99098 0.04
S -1.79056 -0.91941 -0.92701 0.85
Br 0.92710 1.90731 -2.05160 0.54
H -0.40888 0.10241 0.42394 0.06
```

Results
molecular weight	175.0	g/mol
multiplicity	1
orbital gap	8.083	eV
charge	0
SMILES string	FC(F)(Br)C=S

***

Which of them is the most stable, and which is the least stable? <ii> and <i>, in that order.

***

<i>
ORCA calculation (ωB97M-V/def2-TZVPD) on a molecular structure, C15H21BBrF4InN2O3Si.

XYZ file:
```
49
Properties=species:S:1:pos:R:3:lowdin_charge:R:1
In -1.33058 1.38162 -0.30111 0.52
C -2.83863 2.69231 3.63827 -0.02
C -1.78595 2.47050 2.57668 -0.46
O -2.20142 2.49685 1.37399 -0.13
C -0.48000 2.25121 2.98924 -0.05
C 0.59435 1.83944 2.18300 -0.32
C 1.92621 1.60474 2.84961 -0.04
N 0.50403 1.63495 0.88781 -0.03
N 1.65149 1.21149 0.25112 0.06
C 1.48896 1.03873 -1.03202 -0.49
O 0.40589 1.22902 -1.69528 -0.14
C 2.70104 0.59335 -1.78076 -0.14
C 2.68109 0.57690 -3.17265 -0.03
C 3.79533 0.16623 -3.89022 -0.11
C 4.94485 -0.24076 -3.22816 -0.13
C 4.96832 -0.23442 -1.83764 -0.11
C 3.85788 0.17741 -1.12005 -0.03
H -3.58124 3.40424 3.27683 0.08
H -2.39909 3.03763 4.57362 0.07
H -3.32389 1.73018 3.81684 0.08
H -0.29501 2.27850 4.05373 0.09
H 1.90928 1.96138 3.87853 0.06
H 2.71762 2.10583 2.29398 0.07
H 2.14818 0.53597 2.83883 0.08
H 1.77286 0.88595 -3.67419 0.11
H 3.76741 0.15999 -4.97424 0.09
H 5.81439 -0.56953 -3.78616 0.08
H 5.85876 -0.55809 -1.30986 0.09
H 3.85705 0.18117 -0.03907 0.10
C -2.69184 -3.04531 -0.19035 -0.16
Si -1.94848 -1.80444 -1.41092 0.27
C -0.10570 -2.24169 -1.56409 -0.16
C -2.70723 -2.19568 -3.11917 -0.18
O -2.23891 -0.28093 -1.06428 -0.39
H -2.61209 -4.06758 -0.57616 0.01
H -3.74369 -2.82552 0.00622 0.03
H -2.17236 -2.99682 0.76981 0.01
H 0.03712 -3.27822 -1.88483 0.02
H 0.40436 -2.10787 -0.60526 0.03
H 0.38084 -1.58446 -2.29006 0.01
H -2.58082 -3.25555 -3.36800 0.01
H -2.23178 -1.60207 -3.90446 0.02
H -3.77679 -1.96880 -3.13115 0.01
F -1.47786 -0.44542 1.86890 0.08
B -2.14600 -1.17197 2.89818 -1.24
F -3.51703 -1.24825 2.60930 0.10
F -1.96202 -0.51193 4.13736 0.08
F -1.58715 -2.46433 2.97606 0.08
Br -2.45174 3.05405 -1.79774 0.03
```

Results
molecular weight	587.0	g/mol
multiplicity	1
orbital gap	6.431	eV
charge	-2

***

<ii>
ORCA calculation (ωB97M-V/def2-TZVPD) on a molecular structure, C15H21BBrF4InN2O3Si.

XYZ file:
```
49
Properties=species:S:1:pos:R:3:lowdin_charge:R:1
In -0.67989 0.37877 0.60245 0.48
C -5.02781 0.25412 1.31616 -0.04
C -3.71592 0.00275 0.60075 -0.46
O -2.68687 0.17011 1.33717 -0.10
C -3.76187 -0.35882 -0.73747 -0.04
C -2.66173 -0.65190 -1.60070 -0.33
C -2.95591 -1.06071 -3.02080 -0.05
N -1.42709 -0.58501 -1.21214 -0.04
N -0.44573 -0.89239 -2.14845 0.08
C 0.74852 -0.67585 -1.67434 -0.46
O 1.06739 -0.20784 -0.51528 -0.11
C 1.87862 -0.96878 -2.61285 -0.13
C 1.70321 -1.76210 -3.74308 -0.04
C 2.76666 -2.01463 -4.59682 -0.11
C 4.02082 -1.47422 -4.33422 -0.13
C 4.20218 -0.68579 -3.20454 -0.10
C 3.13790 -0.43864 -2.34608 -0.02
H -5.20318 1.33255 1.36396 0.08
H -4.94563 -0.11969 2.33659 0.08
H -5.86954 -0.22019 0.81079 0.06
H -4.74583 -0.45345 -1.17565 0.08
H -4.03091 -1.08256 -3.19715 0.06
H -2.52701 -2.04380 -3.22138 0.07
H -2.47920 -0.36219 -3.71026 0.08
H 0.72015 -2.17400 -3.93158 0.10
H 2.62214 -2.64054 -5.47006 0.09
H 4.85304 -1.67437 -4.99966 0.08
H 5.17759 -0.26470 -2.98897 0.09
H 3.26179 0.15849 -1.45141 0.11
C 0.26311 3.66230 3.23220 -0.19
Si 1.13323 2.01863 2.92250 0.22
C 2.57513 2.37244 1.76686 -0.18
C 1.85617 1.52441 4.59641 -0.18
O 0.18813 0.84877 2.37935 -0.36
H 0.88931 4.31978 3.84703 0.01
H -0.67988 3.49080 3.76276 0.02
H 0.02363 4.17212 2.29566 0.00
H 3.23217 3.16036 2.15239 0.02
H 2.19004 2.68532 0.79054 0.01
H 3.16611 1.46341 1.61498 0.03
H 2.49908 2.32308 4.98794 0.01
H 2.44738 0.60661 4.51938 0.02
H 1.05219 1.34462 5.31764 0.02
F -0.64117 -1.96230 1.33944 0.07
B -0.57462 -3.25379 1.96199 -1.20
F -1.82811 -3.88574 1.81449 0.08
F 0.42521 -4.01363 1.32202 0.08
F -0.26841 -3.09718 3.32477 0.09
Br -0.94460 2.73536 -0.42331 0.03
```

Results
molecular weight	587.0	g/mol
multiplicity	1
orbital gap	6.555	eV
charge	-2

***

Which of them is the most stable, and which is the least stable? <ii> and <i>, in that order.

***

<i>
ORCA calculation (ωB97M-V/def2-TZVPD) on 2 unconnected molecules or ions with the total composition C8H20O2.

XYZ file:
```
30
Properties=species:S:1:pos:R:3:lowdin_charge:R:1
O 1.75552 3.26084 2.41900 -0.19
C 2.89230 2.78543 0.38522 -0.06
C 0.83485 3.69004 4.56905 -0.07
C 1.57534 3.18446 1.01391 -0.28
C 0.55791 3.63180 3.08285 -0.29
H 2.78750 2.71654 -0.71062 0.09
H 3.21940 1.80472 0.76971 0.07
H 3.67029 3.53186 0.61800 0.08
H 1.62168 4.43258 4.78386 0.08
H -0.07841 3.97660 5.11719 0.08
H 1.17078 2.70544 4.93556 0.07
H 1.23833 4.16569 0.62782 0.13
H 0.78838 2.44212 0.77922 0.06
H 0.21465 4.61578 2.70950 0.12
H -0.23531 2.89222 2.86088 0.10
O 0.04426 1.25768 2.02311 -0.26
C -1.97077 2.07179 1.05800 -0.06
C 2.00779 0.58804 3.18529 -0.06
C -0.77532 1.16402 0.86895 -0.29
C 1.19211 0.43029 1.92092 -0.26
H -2.63115 2.02302 0.17589 0.08
H -1.64197 3.11582 1.19404 0.08
H -2.54788 1.76604 1.94686 0.09
H 1.41359 0.28867 4.06501 0.09
H 2.91074 -0.04376 3.13907 0.09
H 2.31950 1.63844 3.31218 0.06
H -1.09875 0.11501 0.72604 0.13
H -0.19471 1.46200 -0.02523 0.12
H 0.88079 -0.62323 1.78448 0.13
H 1.78482 0.72375 1.03321 0.10
```

Results
molecular weight	148.2	g/mol
multiplicity	1
orbital gap	10.281	eV
charge	0
SMILES string	CCOCC.CCOCC

***

<ii>
ORCA calculation (ωB97M-V/def2-TZVPD) on 3 unconnected molecules or ions with the total composition C8H20O2.

XYZ file:
```
30
Properties=species:S:1:pos:R:3:lowdin_charge:R:1
C -1.39997 -0.05490 1.77828 -0.42
C -2.22766 -0.52804 0.56141 -0.38
C -0.23433 -0.98519 2.11421 -0.04
C -1.41000 -0.59019 -0.73227 -0.07
C -3.45350 0.36978 0.37761 -0.08
O -0.95420 1.28981 1.63971 -0.04
H -0.25981 1.32129 0.96521 0.04
H -2.07876 -0.02967 2.63751 0.14
H -2.57304 -1.54210 0.79808 0.13
H 0.24241 -0.66104 3.03968 0.08
H 0.51671 -0.96631 1.32346 0.05
H -0.57597 -2.01430 2.23951 0.08
H -2.03697 -0.92811 -1.55932 0.08
H -1.01470 0.39162 -0.99862 0.07
H -0.57168 -1.28301 -0.65040 0.06
H -4.06260 0.03230 -0.46298 0.07
H -3.14119 1.39743 0.18948 0.08
H -4.07913 0.36987 1.27257 0.08
C 1.57514 1.68057 -1.42063 -0.13
C 2.88898 0.17792 -1.92368 -0.18
C 2.76992 -0.97937 -0.96068 -0.15
O 1.39078 1.58359 -0.06848 -0.12
H 2.11738 1.96725 0.44443 0.11
H 2.22582 2.51638 -1.70369 0.08
H 1.48749 0.65585 -2.02037 0.07
H 3.80644 0.74668 -1.78307 0.08
H 2.83979 -0.10971 -2.97428 0.09
H 3.66170 -1.61014 -0.98942 0.07
H 1.90409 -1.59859 -1.19648 0.07
H 2.64686 -0.61968 0.06324 0.06
```

Results
molecular weight	148.2	g/mol
multiplicity	1
orbital gap	8.746	eV
charge	0

***

Which of them is the most stable, and which is the least stable? <i> and <ii>, in that order.

***

<i>
ORCA calculation (ωB97M-V/def2-TZVPD) on 2 unconnected molecules or ions with the total composition C6H14N2.

XYZ file:
```
22
Properties=species:S:1:pos:R:3:lowdin_charge:R:1
C 0.27567 -1.78517 1.84670 -0.19
C 0.11921 -0.47291 1.93400 -0.20
C -1.00501 0.19285 2.67447 -0.11
C 1.40161 -2.42962 1.08004 -0.12
H -0.42990 -2.43633 2.35367 0.10
H 0.82150 0.18295 1.42025 0.10
H -0.64809 1.01560 3.30184 0.07
H -1.72465 0.63196 1.97662 0.07
H -1.49528 -0.48959 3.36932 0.07
H 2.15414 -1.67433 0.87375 0.07
H 1.02316 -2.85009 0.14666 0.06
H 1.82738 -3.26847 1.63078 0.07
C -0.69906 2.56810 -2.80399 -0.11
N 0.22005 1.44702 -2.66308 -0.07
C -0.09553 0.39174 -1.86175 -0.35
N 0.71784 -0.52483 -1.53118 0.08
H -0.35749 3.19606 -3.62535 0.08
H -1.68603 2.20056 -3.07972 0.08
H -0.75292 3.18137 -1.89753 0.08
H 1.20130 1.66266 -2.73992 0.12
H -1.14238 0.39628 -1.55117 0.12
H 0.27449 -1.13581 -0.85441 0.00
```

Results
molecular weight	114.2	g/mol
multiplicity	1
orbital gap	9.766	eV
charge	0
SMILES string	[H]/N=C/NC.C/C=C/C

***

<ii>
ORCA calculation (ωB97M-V/def2-TZVPD) on 2 unconnected molecules or ions with the total composition C6H14N2.

XYZ file:
```
22
Properties=species:S:1:pos:R:3:lowdin_charge:R:1
C 0.29580 2.38556 1.38375 -0.06
C 1.31234 1.36876 0.98346 -0.52
C 2.20213 1.55373 0.00074 0.02
N 1.25025 0.18092 1.71890 0.08
H 0.32051 2.61630 2.44667 0.08
H -0.71461 2.05216 1.12491 0.07
H 0.41959 3.29934 0.80268 0.08
H 2.87479 0.75973 -0.29558 0.05
H 2.22825 2.47922 -0.55244 0.05
H 0.33735 -0.17236 1.93077 0.08
H 1.85005 -0.53919 1.36028 0.08
C -2.45487 -2.00042 -1.21546 -0.07
C -1.09912 -1.38651 -1.01861 -0.49
C -0.00103 -2.10441 -1.28214 0.01
N -1.14604 -0.02645 -0.74156 0.09
H -2.98350 -1.65176 -2.10629 0.08
H -3.14562 -1.76641 -0.39892 0.07
H -2.38221 -3.08450 -1.27820 0.07
H 0.99197 -1.67820 -1.20908 0.04
H -0.07832 -3.12514 -1.61647 0.04
H -1.91775 0.22958 -0.14322 0.08
H -0.26821 0.38463 -0.45380 0.04
```

Results
molecular weight	114.2	g/mol
multiplicity	1
orbital gap	9.111	eV
charge	0
SMILES string	C=C(C)N.C=C(C)N

***

Which of them is the most stable, and which is the least stable? <ii> and <i>, in that order.

***

<i>
ORCA calculation (ωB97M-V/def2-TZVPD) on 2 unconnected molecules or ions with the total composition C6H14N2.

XYZ file:
```
22
Properties=species:S:1:pos:R:3:lowdin_charge:R:1
C -2.08580 -1.07153 -1.09235 -0.01
C 0.20480 1.11485 -1.45860 -0.05
C -1.12560 -0.58131 -0.06103 -0.29
C -0.47036 0.75968 -0.15655 -0.56
N -0.71188 -1.32454 0.92429 0.18
N -1.42209 1.57479 0.29307 0.06
H -1.14694 -2.20713 1.16544 0.13
H -1.84782 1.27320 1.16895 0.03
H -1.52643 -1.38268 -1.97972 0.10
H -2.68015 -1.91482 -0.73953 0.08
H 0.59790 2.12741 -1.37762 0.08
H -2.74269 -0.25560 -1.38967 0.09
H 1.01277 0.42287 -1.69600 0.07
H -0.51866 1.10697 -2.27870 0.08
C 2.44845 -0.25106 0.83063 -0.18
C 1.20757 0.58007 1.14635 -0.21
H 3.35985 0.13763 1.30290 0.06
H 2.64450 -0.27679 -0.24508 0.05
H 2.33941 -1.29282 1.15328 0.05
H 1.37321 1.62612 0.89770 0.06
H 0.97888 0.59509 2.22281 0.07
H 0.11105 -0.76037 1.36943 0.09
```

Results
molecular weight	114.2	g/mol
multiplicity	1
orbital gap	7.585	eV
charge	0

***

<ii>
ORCA calculation (ωB97M-V/def2-TZVPD) on 2 unconnected molecules or ions with the total composition C6H14N2.

XYZ file:
```
22
Properties=species:S:1:pos:R:3:lowdin_charge:R:1
C -1.81378 -0.58041 -1.19995 -0.05
C -1.72627 0.01044 -0.04028 -0.19
C -2.69977 0.69584 0.81842 -0.12
C 0.81901 -1.75809 0.85327 -0.16
C 0.88916 1.72152 0.04458 -0.07
C 2.37629 -0.09897 -0.78759 -0.06
N 0.68678 -0.34188 0.96700 -0.04
N 1.45126 0.41311 0.20078 -0.30
H -0.95261 -0.98858 -1.70995 0.03
H -2.75397 -0.72726 -1.73788 0.05
H -3.72228 0.36722 0.59737 0.08
H -2.64332 1.77384 0.64874 0.07
H -2.48768 0.50997 1.87040 0.07
H 0.09228 -2.19506 1.53433 0.07
H 0.61057 -2.12239 -0.16137 0.07
H 1.82100 -2.10590 1.13619 0.08
H -0.16038 1.58176 -0.29362 0.06
H 0.85135 2.21689 1.01643 0.09
H 1.46640 2.31730 -0.65553 0.08
H 3.05096 -0.81169 -0.30688 0.08
H 1.87692 -0.60567 -1.62168 0.08
H 2.96811 0.72800 -1.17277 0.08
```

Results
molecular weight	114.2	g/mol
multiplicity	1
orbital gap (alpha / beta)	7.485 / 8.480	eV
charge	0

***

Which of them is the most stable, and which is the least stable? <i> and <ii>, in that order.